Record 1
ORCA calculation (the ωB97M-V functional and the def2-TZVPD basis) on a structure of composition C38H46BCsN14.

Computed properties:
Relative energy (zero: lowest compared OMol25 entry of this formula, charge and spin) ... 207.8 kJ/mol
LUMO energy (alpha / beta) ... 1.74 / 1.73 eV
Charge ... -1
HOMO-LUMO gap (alpha / beta) ... 3.80 / 4.32 eV
Spin multiplicity ... 2

Cartesian coordinates (Å):
1 Cs 0.578874 -0.716799 -1.081961
2 C -1.504476 -3.309608 1.778212
3 N -1.807582 -3.055968 0.377767
4 C -2.815264 -2.008683 0.226631
5 C -3.250186 -1.797864 -1.209211
6 C -4.591120 -1.893463 -1.573227
7 C -4.931702 -1.736203 -2.905583
8 C -3.938257 -1.499140 -3.832841
9 C -2.629254 -1.396592 -3.371570
10 N -2.296433 -1.516139 -2.092447
11 C -2.140022 -4.298354 -0.296764
12 C -1.594243 -4.450110 -1.712800
13 C -2.217878 -5.312758 -2.610495
14 C -1.666478 -5.474799 -3.866740
15 C -0.517346 -4.780035 -4.200077
16 C 0.028066 -3.930023 -3.241931
17 N -0.502856 -3.769481 -2.034302
18 C -1.114256 -2.101081 2.603554
19 C -1.423540 -2.076580 3.958447
20 C -0.978794 -1.010320 4.724278
21 C -0.267952 0.001197 4.114551
22 C -0.027457 -0.086250 2.745878
23 N -0.430842 -1.123964 2.009493
24 H -0.663434 -4.007158 1.806754
25 H -2.351176 -3.799590 2.292278
26 H -2.381168 -1.082712 0.599767
27 H -3.714596 -2.224248 0.829552
28 H -5.339968 -2.102669 -0.820211
29 H -5.967023 -1.811873 -3.216910
30 H -4.153450 -1.385542 -4.886817
31 H -1.814601 -1.204173 -4.062631
32 H -3.226602 -4.478794 -0.306783
33 H -1.715198 -5.120208 0.285525
34 H -3.127547 -5.828522 -2.323849
35 H -2.138569 -6.134372 -4.586389
36 H -0.057142 -4.867783 -5.174912
37 H 0.915417 -3.334113 -3.457867
38 H -2.001389 -2.882103 4.395820
39 H -1.198863 -0.970433 5.785346
40 H 0.078110 0.869989 4.658258
41 H 0.507235 0.706077 2.225035
42 C 3.649785 0.249492 1.804831
43 C 3.159933 1.332359 0.891936
44 C 3.748694 1.817355 -0.288541
45 C 2.824584 2.705310 -0.778115
46 N 1.782040 2.745703 0.071681
47 N 1.974591 1.892196 1.110461
48 B 0.524606 3.616258 -0.076501
49 N 0.109112 3.577545 -1.566156
50 C 0.259427 4.544606 -2.500609
51 C 0.050891 3.977445 -3.734349
52 C -0.208143 2.619301 -3.455175
53 C -0.459105 1.496417 -4.414484
54 N -0.167579 2.383533 -2.154258
55 N -0.596255 3.204999 0.923205
56 C -0.638146 3.639773 2.199628
57 C -1.759557 3.117931 2.796849
58 C -2.365376 2.356714 1.775522
59 C -3.647418 1.586128 1.823615
60 N -1.651220 2.386287 0.658133
61 N 0.831895 5.105632 0.266641
62 C -0.072583 6.103085 0.261713
63 C 0.548647 7.244802 0.712216
64 C 1.869447 6.829486 0.987496
65 C 3.013308 7.641064 1.518681
66 N 2.035133 5.543080 0.719562
67 H 4.734018 0.144615 1.734914
68 H 3.387781 0.465092 2.843263
69 H 3.211598 -0.718210 1.538557
70 H 4.663018 1.498150 -0.759321
71 H 2.816493 3.288889 -1.685608
72 H 0.522597 5.551405 -2.220563
73 H 0.100195 4.461283 -4.696761
74 H -0.407328 1.849167 -5.445824
75 H 0.295585 0.712537 -4.299381
76 H -1.448751 1.061664 -4.260264
77 H 0.131126 4.296923 2.576450
78 H -2.103262 3.274728 3.807710
79 H -4.493606 2.224879 2.088140
80 H -3.852457 1.155462 0.843663
81 H -3.607279 0.776498 2.560392
82 H -1.089024 5.919129 -0.052111
83 H 0.119076 8.227226 0.829366
84 H 2.746940 8.697743 1.574156
85 H 3.302415 7.316671 2.520089
86 H 3.891876 7.548665 0.878927
87 C 3.594105 -5.527375 2.421247
88 N 3.226657 -4.126371 2.593803
89 C 4.240476 -3.249134 3.179910
90 C 2.466461 -3.590616 1.625704
91 N 1.806708 -3.126740 0.798323
92 H 3.823658 -5.955811 3.396070
93 H 4.465288 -5.639391 1.768511
94 H 2.756983 -6.068134 1.987512
95 H 4.490026 -3.614362 4.175294
96 H 3.840620 -2.241937 3.263343
97 H 5.146599 -3.220883 2.568057
98 C 3.231757 -0.800899 -3.159450
99 H 4.304137 -0.810978 -2.869849
100 H 3.257732 -0.495116 -4.229043

Forces on atoms 1 to 3 (eV/Å):
Cs 0.43 0.18 -0.06
C 0.00 0.13 -0.03
N -0.07 0.08 0.04

=====

Record 2
ORCA calculation (the ωB97M-V functional and the def2-TZVPD basis) on a structure of composition C38H46ClF5OP4W.

Computed properties:
LUMO energy (alpha / beta) ... -5.98 / -5.84 eV
Charge ... +2
HOMO-LUMO gap (alpha / beta) ... 6.67 / 7.21 eV
Spin multiplicity ... 3

Cartesian coordinates (Å):
1 P 1.242093 1.021990 -2.655937
2 C 2.957278 1.472231 -2.863962
3 C 3.736526 0.845679 -3.851823
4 H 3.316796 0.024006 -4.434273
5 C 5.035282 1.294695 -4.081902
6 H 5.632081 0.818837 -4.858592
7 C 5.561543 2.346833 -3.326091
8 H 6.576661 2.696040 -3.515124
9 C 4.790220 2.953124 -2.328368
10 H 5.198745 3.770311 -1.734799
11 C 3.487922 2.518527 -2.088494
12 H 2.874895 2.981986 -1.313735
13 C 0.922598 -0.593242 -3.355724
14 C 1.652905 -1.704382 -2.886724
15 H 2.427906 -1.563313 -2.128777
16 C 1.385528 -2.971279 -3.402006
17 H 1.924656 -3.832843 -3.006583
18 C 0.453263 -3.126785 -4.431662
19 H 0.270405 -4.115410 -4.854933
20 C -0.235869 -2.018647 -4.928013
21 H -0.945693 -2.130541 -5.747009
22 C -0.025986 -0.754067 -4.382439
23 H -0.561424 0.117259 -4.766929
24 C 0.194593 2.304745 -3.339221
25 C 0.585391 2.902690 -4.552537
26 H 1.490374 2.556823 -5.054869
27 C -0.182692 3.929060 -5.095797
28 H 0.119892 4.374884 -6.041589
29 C -1.324840 4.384022 -4.428465
30 H -1.917070 5.193456 -4.855124
31 C -1.705810 3.803871 -3.214027
32 H -2.589546 4.155640 -2.681081
33 C -0.955108 2.761733 -2.670389
34 H -1.244323 2.303630 -1.723552
35 W 0.229943 0.202371 1.932341
36 C -1.525947 -1.050164 1.617045
37 C -1.863749 -1.415552 0.348647
38 H -2.151300 -1.414695 2.441538
39 C -1.035231 -0.805569 -0.751289
40 O -1.932807 -0.050363 -1.612218
41 H -1.418946 0.328079 -2.355114
42 C -0.002991 0.067886 -0.106181
43 H -0.506883 -1.589485 -1.335594
44 C 0.925154 0.890024 -0.582167
45 Cl 2.121499 1.576104 2.211706
46 P -1.405600 2.094790 2.458947
47 P 1.697454 -1.851217 2.182234
48 C -1.070489 3.236084 3.819806
49 H -0.052009 3.629925 3.720483
50 H -1.156532 2.718318 4.782038
51 H -1.796949 4.059346 3.776244
52 C -1.488789 3.180767 1.002297
53 H -2.125108 2.719483 0.237194
54 H -0.481997 3.322458 0.590880
55 H -1.905020 4.154257 1.297278
56 C -3.120792 1.564885 2.737666
57 H -3.152155 0.841453 3.561781
58 H -3.511726 1.081687 1.833442
59 H -3.740298 2.437264 2.992740
60 C 2.564433 -2.082046 3.753421
61 H 1.881868 -2.492975 4.507092
62 H 2.942325 -1.116836 4.111457
63 H 3.403186 -2.774297 3.592720
64 C 0.887849 -3.441255 1.862042
65 H 0.460076 -3.444661 0.851646
66 H 0.075612 -3.587281 2.584778
67 H 1.618712 -4.256673 1.957474
68 C 3.024436 -1.752812 0.947284
69 H 3.412553 -0.728281 0.907794
70 H 2.630008 -2.026164 -0.038946
71 H 3.827001 -2.445591 1.235602
72 P -3.224088 -2.477133 -0.202452
73 C -3.811476 -3.427031 1.180937
74 C -2.529238 -3.520116 -1.490915
75 H -4.217671 -2.760610 1.953135
76 H -2.999156 -4.031374 1.606074
77 H -4.607533 -4.093164 0.820338
78 H -2.179377 -2.910041 -2.335264
79 H -3.302002 -4.216358 -1.842362
80 H -1.681539 -4.092279 -1.089487
81 C -4.495594 -1.425552 -0.893111
82 H -4.811578 -0.693374 -0.139136
83 H -5.351975 -2.042969 -1.193570
84 H -4.083169 -0.888707 -1.755945
85 H 1.628171 1.500684 -0.017667
86 F -1.068535 -2.259466 4.243210
87 C -0.547546 -1.226707 4.983488
88 C 0.061478 -0.129964 4.368861
89 C 0.599376 0.774635 5.289295
90 F 1.432594 1.778415 4.899391
91 C 0.399811 0.716720 6.670982
92 F 0.837315 1.722168 7.453359
93 C -0.222624 -0.389190 7.225581
94 F -0.372035 -0.498905 8.557948
95 C -0.666372 -1.388280 6.366078
96 F -1.193207 -2.522220 6.867668

Forces on atoms 1 to 3 (eV/Å):
P -0.08 0.15 3.15
C 0.42 -0.04 -0.22
C -0.11 0.25 0.19

=====

Record 3
ORCA calculation (the ωB97M-V functional and the def2-TZVPD basis) on a structure of composition C38H46CrN7O2S3Te.

Computed properties:
Relative energy (zero: lowest compared OMol25 entry of this formula, charge and spin) ... 0.0 kJ/mol
LUMO energy (alpha / beta) ... -6.32 / -6.41 eV
Charge ... +2
HOMO-LUMO gap (alpha / beta) ... 5.36 / 5.27 eV
Spin multiplicity ... 4

Cartesian coordinates (Å):
1 Cr 1.393077 0.912060 0.533394
2 O -2.826561 0.808504 -0.779710
3 C -3.254992 1.849082 -0.022848
4 C -4.574288 2.260888 -0.202031
5 C -5.084476 3.299487 0.548975
6 C -4.294596 3.953123 1.496841
7 C -2.986704 3.561858 1.665543
8 C -2.437059 2.515455 0.906489
9 C -1.018941 2.176551 1.061233
10 O -0.572398 1.125600 0.417905
11 N -0.242668 2.958445 1.781920
12 N 1.036237 2.490413 1.710244
13 C 2.014950 3.027467 2.332095
14 C 3.316400 2.386430 2.117458
15 C 4.470224 2.795684 2.752269
16 C 5.644045 2.085024 2.521084
17 C 5.620322 0.994540 1.674681
18 C 4.424497 0.645905 1.060958
19 N 3.301649 1.328640 1.267714
20 H -1.908803 0.622574 -0.504318
21 H -5.183548 1.738367 -0.927550
22 H -6.113763 3.601339 0.404421
23 H -4.707225 4.755251 2.092099
24 H -2.352515 4.058082 2.387212
25 H 1.883566 3.888365 2.979246
26 H 4.449244 3.644766 3.421185
27 H 6.562365 2.381848 3.009715
28 H 6.508704 0.412770 1.475367
29 H 4.359436 -0.191865 0.382664
30 S 1.140050 -0.635316 2.355730
31 C 0.226536 -1.822867 1.573153
32 N -0.709916 -2.513277 2.163725
33 C -1.539600 -3.468859 1.416848
34 C -0.677393 -4.215538 0.447567
35 N 0.035526 -3.245165 -0.395074
36 C 0.198388 -3.656354 -1.806792
37 C -1.150896 -3.732025 -2.474772
38 C -2.003654 -2.630882 -2.434805
39 C -3.245147 -2.690206 -3.046313
40 C -3.637620 -3.847044 -3.709673
41 C -2.788919 -4.941628 -3.757023
42 C -1.547505 -4.886703 -3.134885
43 C 0.521796 -2.134365 0.097989
44 S 1.458018 -1.068150 -0.818491
45 C -1.059394 -2.368907 3.599820
46 C -0.696494 -3.626589 4.343600
47 C -1.686357 -4.490085 4.796708
48 C -1.341330 -5.658885 5.463291
49 C -0.006140 -5.965475 5.673276
50 C 0.987350 -5.102386 5.225704
51 C 0.643969 -3.934666 4.564902
52 H -2.328096 -2.913947 0.902074
53 H -1.989910 -4.149462 2.134620
54 H -1.288611 -4.833502 -0.206127
55 H 0.055905 -4.846850 0.955855
56 H 0.703024 -4.624526 -1.805745
57 H 0.848859 -2.938240 -2.296672
58 H -1.702043 -1.717826 -1.929487
59 H -3.902885 -1.831744 -3.010001
60 H -4.605677 -3.893450 -4.190061
61 H -3.092063 -5.842180 -4.273713
62 H -0.886978 -5.745431 -3.170389
63 H -2.132202 -2.173592 3.643736
64 H -0.534691 -1.499082 3.981585
65 H -2.731651 -4.240253 4.649287
66 H -2.115135 -6.323019 5.823791
67 H 0.263068 -6.873102 6.196505
68 H 2.027999 -5.336722 5.405865
69 H 1.418931 -3.251746 4.232193
70 C -1.742099 3.540072 -4.552992
71 C -1.840440 2.775482 -3.245072
72 N -0.520014 2.408131 -2.709483
73 C 0.252094 2.991640 -1.805362
74 S 1.789815 2.206681 -1.460601
75 N -0.014123 4.126262 -1.185557
76 C -1.112312 5.095550 -1.326336
77 C -0.677701 6.413535 -0.714580
78 H -2.737414 3.828068 -4.890462
79 H -1.288302 2.928820 -5.333363
80 H -1.140509 4.443611 -4.446549
81 H -2.374088 1.835559 -3.376703
82 H -2.390019 3.322302 -2.485499
83 H -0.093461 1.587369 -3.111608
84 H 0.681138 4.369261 -0.495660
85 H -2.001928 4.716362 -0.819641
86 H -1.337640 5.221590 -2.382963
87 H -0.359540 6.271871 0.320822
88 H -1.512572 7.111644 -0.705867
89 H 0.139845 6.862840 -1.277693
90 C 4.072434 -0.025127 -3.749247
91 Te 5.106970 1.373276 -2.514041
92 C 6.975204 0.362733 -2.650707
93 H 4.453620 -1.020416 -3.531803
94 H 4.222184 0.211660 -4.798038
95 H 3.012820 0.022321 -3.506356
96 H 7.355155 0.424598 -3.665976
97 H 6.849955 -0.675092 -2.352846
98 H 7.675669 0.852744 -1.977877

Forces on atoms 1 to 3 (eV/Å):
Cr -0.23 0.20 -0.13
O -0.07 0.01 0.02
C -0.02 -0.09 -0.03

=====

Record 4
ORCA calculation (the ωB97M-V functional and the def2-TZVPD basis) on a structure of composition C38H46N4NaOPS.

Computed properties:
Relative energy (zero: lowest compared OMol25 entry of this formula, charge and spin) ... 38.9 kJ/mol
LUMO energy ... 0.16 eV
HOMO-LUMO gap ... 5.99 eV

Cartesian coordinates (Å):
1 Na -0.531762 -0.238124 -0.078313
2 C -2.753144 1.324406 -3.919670
3 C -1.647440 2.135750 -3.257586
4 C -0.285588 1.767816 -3.832587
5 P -1.624733 1.888572 -1.398405
6 C -3.286341 2.663040 -0.916102
7 C -3.765461 3.972744 -1.532728
8 C -3.307191 2.796901 0.602379
9 C -0.340953 3.096805 -1.012889
10 C -0.431190 4.438368 -1.353647
11 C 0.621831 5.317859 -1.177533
12 C 0.470792 6.772034 -1.521654
13 C 1.824793 4.803860 -0.686049
14 C 1.955326 3.478986 -0.362431
15 C 0.875532 2.566634 -0.493633
16 N 0.949753 1.266973 -0.229604
17 C 2.067740 0.630850 0.269573
18 C 2.745995 -0.283786 -0.563088
19 C 2.356218 -0.389675 -2.007658
20 C 3.775349 -1.060678 -0.064413
21 C 4.190291 -0.959637 1.255940
22 C 5.325621 -1.791792 1.783135
23 C 3.547940 -0.036016 2.066818
24 C 2.504355 0.750248 1.603634
25 C 1.853637 1.713777 2.556760
26 H -2.743193 1.475419 -4.999386
27 H -3.730899 1.615526 -3.543689
28 H -2.612863 0.261310 -3.720712
29 H -1.808432 3.204982 -3.437811
30 H -0.094173 0.702172 -3.722795
31 H 0.504325 2.309972 -3.318142
32 H -0.237506 2.017875 -4.891487
33 H -4.005249 1.881651 -1.202481
34 H -3.245979 4.821712 -1.100123
35 H -4.825795 4.091232 -1.313315
36 H -3.647349 3.994262 -2.610671
37 H -2.518143 3.475457 0.925128
38 H -3.153218 1.829066 1.069344
39 H -4.259853 3.196918 0.948961
40 H -1.343924 4.819269 -1.783279
41 H -0.523559 6.967080 -1.919352
42 H 1.201762 7.082544 -2.269011
43 H 0.612178 7.397585 -0.638798
44 H 2.672651 5.467955 -0.564403
45 H 2.904166 3.088680 -0.018224
46 H 1.273438 -0.501164 -2.100727
47 H 2.853856 -1.232058 -2.486424
48 H 2.640320 0.521635 -2.535766
49 H 4.285807 -1.747430 -0.731291
50 H 5.579271 -2.588635 1.086295
51 H 5.078225 -2.231711 2.749746
52 H 6.213820 -1.174038 1.918422
53 H 3.881706 0.084354 3.091712
54 H 2.613508 2.307042 3.062112
55 H 1.289736 1.179131 3.324987
56 H 1.191487 2.385928 2.019516
57 N -2.003850 1.924420 4.643840
58 C -2.409272 0.938772 3.802107
59 C -1.712838 0.643138 2.613030
60 N -2.102900 -0.312528 1.798120
61 C -3.183185 -1.009415 2.153090
62 C -3.844426 -0.753547 3.340687
63 N -3.473540 0.219091 4.161727
64 H -1.412093 2.646318 4.271038
65 H -2.658577 2.198114 5.359267
66 H -0.850002 1.213786 2.314935
67 H -3.518377 -1.761354 1.455440
68 H -4.709023 -1.324536 3.653020
69 O -0.357728 -2.178362 0.103377
70 S -0.919871 -3.473279 0.532403
71 C -0.680680 -4.549187 -0.913006
72 C -1.371551 -5.743123 -1.031836
73 C -1.285234 -6.456075 -2.216608
74 C -0.508891 -5.981048 -3.263266
75 C 0.206363 -4.801946 -3.124820
76 C 0.106835 -4.080316 -1.948616
77 C 0.366491 -4.229476 1.567395
78 C -0.002842 -5.032251 2.633717
79 C 0.976477 -5.553982 3.462446
80 C 2.311072 -5.276760 3.213178
81 C 2.670068 -4.474127 2.141786
82 C 1.694598 -3.936518 1.320915
83 H -1.981732 -6.110874 -0.219632
84 H -1.841604 -7.374922 -2.334926
85 H -0.468041 -6.524671 -4.194894
86 H 0.824920 -4.433853 -3.932023
87 H 0.613859 -3.134592 -1.831977
88 H -1.046358 -5.230734 2.826138
89 H 0.698134 -6.166651 4.307107
90 H 3.073966 -5.683425 3.859922
91 H 3.708290 -4.256605 1.945969
92 H 1.954052 -3.269119 0.512360

Forces on atoms 1 to 3 (eV/Å):
Na -0.74 0.64 0.00
C 0.05 0.16 0.12
C 0.02 -0.13 0.16

=====

Number 1: E -62238.7114 eV. Number 2: E -107276.2489 eV. Number 3: E -122889.5642 eV. Number 4: E -72702.0489 eV.